#P
{
  "formula": "C6H8",
  "method": "the ωB97M-V functional and the def2-TZVPD basis",
  "species": ["C", "C", "C", "C", "C", "C", "H", "H", "H", "H", "H", "H", "H", "H"],
  "positions_angstrom": [[-0.936, -0.007, -0.978], [-0.298, 0.949, 0.057], [1.376, -0.624, -0.224], [1.238, 0.730, -0.357], [-0.169, -0.986, -0.117], [-0.453, -0.114, 1.060], [-0.758, 0.027, -2.077], [1.916, 1.533, 0.042], [2.369, -1.133, -0.051], [0.282, -0.072, 1.880], [-0.318, -2.021, -0.081], [-0.636, 1.958, 0.172], [-2.142, -0.143, -0.962], [-1.471, -0.097, 1.635]],
  "nbo_charge": [-0.383, -0.260, -0.186, -0.220, -0.258, -0.385, 0.215, 0.211, 0.234, 0.202, 0.209, 0.210, 0.206, 0.205],
  "orbital_gap_ev": 10.2
}

***

#Q
{
  "formula": "C6H8",
  "method": "the ωB97M-V functional and the def2-TZVPD basis",
  "species": ["C", "C", "C", "C", "C", "C", "H", "H", "H", "H", "H", "H", "H", "H"],
  "positions_angstrom": [[-0.185, -1.029, -0.015], [1.146, -0.367, 0.482], [0.016, -0.138, -1.289], [-1.233, -0.200, 0.760], [0.471, 0.880, -0.186], [-0.791, 1.045, 0.641], [1.029, 1.785, -0.424], [1.329, -0.389, 1.559], [-1.207, 1.964, 1.025], [2.078, -0.612, -0.052], [-0.526, -2.061, 0.069], [0.865, -0.364, -1.953], [-0.875, 0.057, -1.890], [-2.117, -0.571, 1.272]],
  "nbo_charge": [-0.268, -0.366, -0.366, -0.208, -0.258, -0.204, 0.211, 0.205, 0.216, 0.201, 0.214, 0.201, 0.205, 0.216],
  "orbital_gap_ev": 10.0
}

***

#R
{
  "formula": "C6H8",
  "method": "the ωB97M-V functional and the def2-TZVPD basis",
  "species": ["C", "C", "C", "C", "C", "C", "H", "H", "H", "H", "H", "H", "H", "H"],
  "positions_angstrom": [[0.763, 1.304, -1.208], [-0.127, 0.364, -1.029], [0.151, 0.022, 1.679], [1.298, -0.756, 1.080], [0.192, -0.282, 0.236], [-1.399, 0.076, -1.747], [-2.237, 0.229, -1.069], [-1.405, -0.964, -2.069], [1.704, 1.551, -0.773], [0.345, 1.029, 2.026], [-1.517, 0.725, -2.609], [2.283, -0.309, 1.044], [-0.585, -0.495, 2.282], [1.337, -1.826, 1.251]],
  "nbo_charge": [-0.124, -0.159, -0.463, -0.455, 0.102, -0.625, 0.221, 0.220, 0.184, 0.219, 0.223, 0.217, 0.219, 0.221],
  "orbital_gap_ev": [8.1, 8.8]
}

***

Most stable pick: #Q. Distance to second place: 1.355 eV.

***

#P
{
  "formula": "C6H8",
  "method": "the ωB97M-V functional and the def2-TZVPD basis",
  "species": ["C", "C", "C", "C", "C", "C", "H", "H", "H", "H", "H", "H", "H", "H"],
  "positions_angstrom": [[-0.772, -0.815, -0.214], [-0.302, 0.488, -0.824], [1.387, -0.417, 0.614], [1.030, 0.839, -0.152], [0.371, -1.280, 0.635], [-1.503, 0.480, 0.066], [1.800, 1.172, -0.855], [0.385, -2.244, 1.136], [-1.312, -1.561, -0.791], [2.350, -0.560, 1.097], [-1.431, 0.969, 1.035], [-2.469, 0.597, -0.421], [0.885, 1.661, 0.563], [-0.420, 0.671, -1.887]],
  "nbo_charge": [-0.267, -0.223, -0.186, -0.444, -0.196, -0.403, 0.215, 0.214, 0.219, 0.209, 0.211, 0.217, 0.214, 0.220],
  "orbital_gap_ev": 10.0
}

***

#Q
{
  "formula": "C6H8",
  "method": "the ωB97M-V functional and the def2-TZVPD basis",
  "species": ["C", "C", "C", "C", "C", "C", "H", "H", "H", "H", "H", "H", "H", "H"],
  "positions_angstrom": [[-1.662, 0.520, 0.195], [-1.383, 1.481, 0.839], [1.660, 1.226, -0.659], [1.979, -0.902, 0.857], [1.802, 0.158, 0.124], [-1.930, -0.796, -0.376], [-1.190, -1.670, -0.108], [-1.365, 2.486, 1.141], [1.956, 2.267, -0.522], [1.182, 1.247, -1.551], [2.916, -1.361, 0.678], [1.149, -1.016, 1.487], [-2.043, -0.574, -1.400], [-2.870, -1.013, -0.092]],
  "nbo_charge": [0.010, -0.262, -0.516, -0.539, 0.141, -0.684, 0.242, 0.228, 0.222, 0.210, 0.242, 0.240, 0.235, 0.230],
  "orbital_gap_ev": 10.3
}

***

Most stable pick: #P. Distance to second place: 3.611 eV.

***

#P
{
  "formula": "C6H8",
  "method": "the ωB97M-V functional and the def2-TZVPD basis",
  "species": ["C", "C", "C", "C", "C", "C", "H", "H", "H", "H", "H", "H", "H", "H"],
  "positions_angstrom": [[-0.309, 2.132, 2.292], [-1.162, -1.073, -1.164], [0.105, -0.795, -0.380], [0.414, 0.378, 0.539], [-0.215, 1.455, 1.293], [1.099, 0.249, -0.818], [0.936, 0.076, 1.443], [-0.042, 2.386, 3.296], [0.563, -1.701, 0.019], [0.811, 0.849, -1.689], [2.163, 0.028, -0.803], [-1.572, -0.172, -1.630], [-0.963, -1.799, -1.966], [-1.936, -1.507, -0.522]],
  "nbo_charge": [-0.269, -0.609, -0.192, -0.318, 0.007, -0.399, 0.254, 0.236, 0.211, 0.222, 0.217, 0.212, 0.214, 0.216],
  "orbital_gap_ev": 10.3
}

***

#Q
{
  "formula": "C6H8",
  "method": "the ωB97M-V functional and the def2-TZVPD basis",
  "species": ["C", "C", "C", "C", "C", "C", "H", "H", "H", "H", "H", "H", "H", "H"],
  "positions_angstrom": [[-0.867, -0.976, 0.062], [1.638, -0.206, 0.365], [0.341, -0.045, 0.096], [2.980, 0.041, 0.503], [-1.703, 0.245, -0.425], [-0.487, 1.176, -0.192], [-2.591, 0.463, 0.176], [-0.156, 1.832, -1.002], [-0.586, 1.778, 0.721], [-1.989, 0.195, -1.479], [-0.774, -1.786, -0.674], [1.795, -0.978, 1.186], [3.605, -0.318, -0.346], [-1.205, -1.421, 1.007]],
  "nbo_charge": [-0.419, -0.349, -0.049, -0.140, -0.388, -0.420, 0.206, 0.212, 0.213, 0.206, 0.212, 0.342, 0.164, 0.210],
  "orbital_gap_ev": 7.8
}

***

Most stable pick: #P. Distance to second place: 1.965 eV.

***

#P
{
  "formula": "C6H12N2",
  "method": "the ωB97M-V functional and the def2-TZVPD basis",
  "species": ["N", "N", "C", "C", "C", "C", "C", "C", "H", "H", "H", "H", "H", "H", "H", "H", "H", "H", "H", "H"],
  "positions_angstrom": [[-2.096, 0.771, -0.685], [0.515, -1.997, 1.292], [0.287, -3.012, 0.599], [0.885, -0.749, 0.706], [-0.656, 0.785, -0.467], [2.034, -0.694, 0.034], [-0.122, 0.314, 0.897], [-0.160, 2.221, -0.738], [0.404, 2.661, 0.078], [0.450, 2.417, -1.626], [-0.331, 0.157, -1.322], [-0.871, 0.136, 1.673], [2.845, -1.380, -0.006], [-2.483, -0.144, -0.860], [0.251, 1.160, 1.472], [0.002, -3.967, 1.022], [2.391, 0.180, -0.543], [-2.675, 1.252, -0.008], [0.305, -3.069, -0.523], [-0.975, 2.957, -0.996]],
  "nbo_charge": [-0.843, -0.401, -0.030, 0.166, -0.052, -0.475, -0.489, -0.631, 0.201, 0.219, 0.208, 0.241, 0.210, 0.361, 0.228, 0.168, 0.199, 0.355, 0.141, 0.222],
  "orbital_gap_ev": 9.7
}

***

#Q
{
  "formula": "C6H12N2",
  "method": "the ωB97M-V functional and the def2-TZVPD basis",
  "species": ["N", "N", "C", "C", "C", "C", "C", "C", "H", "H", "H", "H", "H", "H", "H", "H", "H", "H", "H", "H"],
  "positions_angstrom": [[-1.933, -1.181, 0.264], [-1.296, 1.504, 1.134], [-0.697, 1.695, -1.237], [0.885, -0.678, 0.600], [-0.894, -0.671, -0.295], [0.966, 0.787, 0.407], [1.777, -1.602, -0.161], [-0.524, 1.047, 0.006], [-2.277, 1.272, 0.995], [-1.603, 1.533, -1.806], [1.194, 1.357, 1.310], [0.109, 2.249, -1.701], [0.587, -1.002, 1.592], [-2.363, -1.887, -0.336], [2.795, -1.577, 0.252], [1.667, 1.067, -0.381], [-0.569, -0.970, -1.303], [-1.101, 0.997, 1.996], [1.860, -1.306, -1.211], [1.417, -2.633, -0.124]],
  "nbo_charge": [-0.697, -0.807, -0.300, -0.078, 0.029, -0.467, -0.651, 0.067, 0.374, 0.185, 0.226, 0.187, 0.210, 0.339, 0.227, 0.211, 0.150, 0.360, 0.212, 0.224],
  "orbital_gap_ev": [7.5, 7.9]
}

***

#R
{
  "formula": "C6H12N2",
  "method": "the ωB97M-V functional and the def2-TZVPD basis",
  "species": ["N", "N", "C", "C", "C", "C", "C", "C", "H", "H", "H", "H", "H", "H", "H", "H", "H", "H", "H", "H"],
  "positions_angstrom": [[1.801, 0.582, -0.269], [-2.046, 0.070, 0.239], [-0.878, 0.513, -0.495], [0.367, -1.581, -0.105], [-0.329, -0.689, -1.224], [0.525, 0.668, 0.380], [-0.429, 1.848, -0.010], [0.484, -0.654, 1.139], [-2.210, 0.240, 1.156], [-0.327, -0.657, 1.895], [1.376, -0.742, 1.882], [0.638, -0.200, -1.739], [1.758, 1.549, -0.865], [2.535, 0.805, 0.294], [1.296, -1.941, -0.449], [-0.914, -1.116, -1.999], [-2.245, -0.930, 0.173], [0.284, 2.323, -0.591], [-1.218, 2.339, 0.494], [-0.470, -2.427, 0.093]],
  "nbo_charge": [-0.827, -0.836, 0.084, -0.408, -0.426, 0.075, -0.404, -0.430, 0.357, 0.213, 0.217, 0.234, 0.331, 0.366, 0.227, 0.217, 0.363, 0.212, 0.242, 0.193],
  "orbital_gap_ev": 8.0
}

***

Most stable pick: #P. Distance to second place: 2.390 eV.